Entry 1:
200
Properties=species:S:1:pos:R:3 method="wB97M-V/def2-TZVPD" charge=-1
S -1.8983 -26.5741 -3.0005
S -7.4081 -34.3912 -4.7771
S -14.0951 -27.0949 -6.5738
S -6.6203 -25.4142 -9.2968
S -8.3060 -25.8074 -2.3567
S -11.2599 -32.8686 -11.4635
S -2.3603 -32.3663 -9.0450
F -1.0963 -30.6526 -7.3703
F -4.8737 -25.4257 -11.1753
F -8.1441 -33.2665 -6.9209
F -1.5054 -29.9681 -9.4029
F -6.7919 -25.0288 -11.8640
F -12.0665 -28.3054 -7.6334
F -6.4197 -27.0391 -11.2810
F -10.6653 -26.4224 -1.4264
F -9.0799 -25.9033 0.0148
F -10.1722 -30.7580 -10.3811
F -2.6298 -28.8502 -3.9741
F -9.7339 -32.5210 -9.2733
F -12.8766 -29.2076 -5.8437
F -10.1330 -24.4103 -1.0445
F -6.4047 -34.4149 -7.1326
F -11.6689 -31.6005 -9.0303
F -8.4479 -35.3272 -7.0568
F 0.0674 -31.4456 -9.0275
F -2.9490 -27.1777 -5.3145
F -13.8782 -29.4362 -7.6930
F -4.3033 -27.4875 -3.6082
O -8.8283 -25.1228 -3.5330
O -2.0003 -32.7911 -10.3950
O -11.3615 -24.3166 -6.2961
O -2.0737 -33.2809 -7.9119
O -10.0218 -32.7529 -12.2472
O -5.9374 -30.3807 -8.1974
O -8.1306 -27.2438 -2.4996
O -0.7922 -26.3133 -3.8932
O -2.9776 -22.8797 -3.4811
O -13.4810 -26.6873 -5.3022
O -8.8445 -29.0555 1.1775
O -11.5522 -34.2131 -10.9339
O -8.7146 -34.4903 -4.1751
O -3.6400 -31.6610 -9.0206
O -13.7536 -26.2520 -7.7227
O -6.6987 -33.1075 -4.6899
O -6.4992 -35.5157 -4.5186
O -5.8185 -26.4152 -8.5595
O -3.1327 -32.4284 -13.2621
O -8.0710 -25.7072 -9.3476
O -15.5352 -27.4980 -6.5217
O -6.1865 -24.0289 -9.0545
O -3.2392 -31.8797 -2.7804
O -7.2262 -25.1527 -1.6324
O -1.7162 -27.5940 -1.9580
O -2.6406 -25.3484 -2.6963
O -12.3969 -32.1243 -11.9842
N -12.4426 -22.0962 -4.7431
N -2.6056 -34.1941 -4.6632
N -8.0710 -28.8365 -6.7400
N -6.4678 -31.3615 -12.1639
N -5.1839 -23.4986 -5.2718
N -7.3314 -30.8824 -0.6676
C -7.7372 -30.2763 -6.6847
C -13.2989 -21.2601 -3.7642
C -4.3062 -22.6214 -3.0853
C -9.6345 -25.6390 -1.1326
C -12.7298 -23.5633 -4.4853
C -10.6833 -31.9085 -9.8976
C -12.7916 -21.7842 -6.1673
C -7.5811 -34.4147 -6.5691
C -4.9373 -22.1738 -5.9296
C -8.5374 -30.6995 -1.6250
C -5.0559 -31.2973 -12.6468
C -3.2475 -31.7026 -4.1765
C -4.0472 -24.3973 -5.7282
C -6.5266 -29.6410 -0.7057
C -10.9145 -21.7719 -4.4974
C -13.0272 -19.7574 -4.0288
C -6.5863 -32.4146 -11.0364
C -3.0454 -27.5584 -4.0654
C -8.3895 -28.5427 -8.1144
C -10.5460 -25.2065 -7.0262
C -13.2183 -28.6127 -6.9672
C -10.5934 -21.8196 -2.9764
C -5.3467 -23.4239 -3.7806
C -3.1237 -35.3349 -5.5171
C -7.3988 -31.7243 -13.2888
C -9.1653 -30.4300 1.1034
C -6.3081 -30.6975 -6.8986
C -1.1316 -31.0332 -8.6706
C -4.4944 -32.6497 -12.9301
C -6.4291 -32.0109 -1.2153
C -9.2026 -28.5532 -5.9058
C -5.4272 -32.3633 -0.1170
C -6.4031 -24.0999 -5.8038
C -11.5840 -24.5069 -4.8886
C -2.4500 -34.7762 -3.3125
C -8.0748 -30.6400 -3.0246
C -6.8277 -29.9571 -11.6050
C -1.2501 -33.7520 -5.1846
C -7.8475 -31.1982 0.7498
C -6.1709 -25.7871 -11.0052
C -6.9825 -28.0816 -6.2713
C -9.9320 -28.3304 1.7291
C -3.5511 -33.0256 -4.9055
H -13.5174 -19.4369 -4.9652
H -10.2394 -28.7446 2.6693
H -7.5138 -28.6532 -8.7469
H -5.0743 -22.3268 -7.0374
H -4.9204 -33.1632 -13.7426
H -5.4120 -24.4661 -3.4420
H -9.2515 -31.4766 -1.4043
H -5.6571 -30.2210 -6.1275
H -4.5465 -21.5687 -3.2857
H -6.8219 -28.4878 -5.2566
H -8.3550 -30.7493 -7.4389
H -9.5810 -27.2886 1.8504
H -4.8794 -33.2770 -0.4305
H -6.1997 -24.2308 -6.8383
H -13.8640 -21.9232 -6.3098
H -4.0281 -30.9503 -4.3698
H -9.9839 -29.2934 -6.0852
H -6.3389 -29.2544 -1.7287
H -4.5286 -30.7493 -11.8750
H -5.8172 -31.6698 -2.0533
H -2.0982 -33.9155 -2.7522
H -6.0829 -28.1664 -6.8783
H -6.5817 -29.2395 -12.4148
H -8.4101 -31.8661 -12.9179
H -5.0383 -30.7299 -13.5757
H -4.3394 -25.4407 -5.5310
H -3.4063 -35.0085 -6.5457
H -2.4251 -31.4882 -2.4594
H -9.4903 -21.8474 -2.8076
H -7.8929 -29.8990 -11.3117
H -9.5289 -27.5244 -6.0243
H -4.4951 -22.8648 -2.0172
H -1.8146 -35.6223 -3.3736
H -4.0550 -35.7336 -5.0641
H -11.0710 -22.6863 -2.4913
H -6.3662 -31.7608 -6.7403
H -12.5381 -20.7565 -6.4425
H -10.6513 -24.3503 -4.3463
H -14.3382 -21.4493 -3.9644
H -12.2103 -22.5167 -6.7781
H -13.6150 -23.8758 -5.0330
H -7.0923 -31.0107 1.5076
H -10.7043 -20.8484 -5.0380
H -6.5509 -33.4295 -11.4362
H -4.7299 -31.5885 0.1278
H -4.0380 -24.4155 -6.8608
H -2.3187 -36.1041 -5.6282
H -3.5102 -32.9673 -6.0233
H -9.8882 -25.6432 -6.3389
H -3.9234 -21.8687 -5.6290
H -0.8631 -32.9516 -4.5428
H -2.2524 -31.3012 -4.4764
H -3.1474 -24.2124 -5.1329
H -8.7004 -27.5039 -8.3081
H -12.9299 -23.6769 -3.4418
H -13.5155 -19.1865 -3.2483
H -5.7998 -32.2320 -10.3413
H -2.7978 -23.7612 -3.2221
H -8.0701 -32.2628 0.7271
H -5.0829 -30.7960 -8.3775
H -3.4766 -34.9571 -2.9963
H -5.6735 -21.4724 -5.5364
H -2.6993 -32.3412 -12.4072
H -9.9804 -30.6383 0.4040
H -7.4524 -29.7851 -3.3191
H -11.9365 -25.5027 -4.6561
H -7.4194 -30.9519 -14.0336
H -5.5868 -29.9175 -0.2090
H -6.3299 -23.0253 -3.6362
H -10.7686 -28.3164 1.0204
H -1.3868 -33.3567 -6.1550
H -13.0958 -21.6116 -2.7538
H -9.9786 -24.6303 -7.7596
H -7.5039 -32.1381 -10.5478
H -11.2243 -25.8977 -7.5813
H -7.5860 -31.5648 -3.2813
H -9.4531 -30.8379 2.1179
H -9.1338 -29.1751 -8.5171
H -0.5154 -34.5668 -5.2294
H -5.9755 -32.5669 0.7779
H -10.3870 -22.5503 -5.0010
H -7.0113 -28.7788 -0.1925
H -6.1570 -29.7425 -10.7523
H -7.2741 -23.4994 -5.4691
H -12.0064 -19.3921 -4.2720
H -8.0117 -30.5861 -5.7000
H -8.9697 -30.5254 -3.6376
H -10.9566 -20.9863 -2.4142
H -8.9594 -28.7306 -4.8821
H -6.4885 -25.0481 -5.2957
H -4.5658 -33.3070 -4.6282
H -4.4641 -33.2730 -12.0607
H -7.0747 -32.8569 -1.4282
H -9.0044 -29.7828 -1.3056
H -7.2777 -26.9907 -6.3363
H -6.9963 -32.6394 -13.6932

Entry 2:
170
Properties=species:S:1:pos:R:3 method="wB97M-V/def2-TZVPD" charge=+1 e_above_lowest_kj_mol=338.3
Ca -4.9730 -1.3766 -2.1693
S -1.4203 -0.2413 -1.8615
P -0.1230 0.6619 6.3145
F -1.6217 0.6739 0.6139
F 0.1092 1.4255 -0.4517
F -1.8953 2.1445 -0.9245
O -5.0783 0.1781 -4.0253
O -3.8409 -2.5275 -3.9571
O 2.4107 1.5780 -5.6005
O -0.8361 -1.4455 -1.2340
O -4.9621 -3.6246 -1.4262
O -2.8690 -0.5340 -2.1312
O 1.1499 -3.3701 -1.2301
O -4.1611 -1.5010 0.2368
O 6.5434 4.8375 -0.1157
O -0.6850 0.2930 -3.0110
O -1.3260 1.5562 6.1470
O -5.5379 0.6628 -1.4248
N -3.8977 -2.3256 2.3324
N 1.0875 1.2624 7.4534
N -3.7090 -5.5024 -1.0376
N -5.4838 2.2240 0.2796
N 0.7620 0.3697 4.8657
N -0.5010 -0.9286 6.7942
N 5.2336 4.5703 -0.4029
N -4.6685 2.3041 -4.8180
N 2.1583 -2.7678 -0.5322
N 1.0866 3.2682 -4.9433
N -2.1498 -3.7615 -4.9967
C 2.3505 -3.2531 0.8382
C 2.5296 -1.0331 -2.4149
C -4.6573 3.0784 1.0721
C 5.0099 3.6551 -1.4676
C -1.0629 -3.5149 -4.0708
C 3.9214 -3.1738 -2.3181
C 5.4206 2.2064 -1.0190
C -3.3944 -3.3105 -4.8360
C 0.4867 -2.0384 7.0907
C -5.2198 3.5867 -5.1515
C 4.6291 3.8042 1.8694
C -6.7266 1.8663 0.9291
C 2.1191 -0.1453 4.8856
C 4.2065 -1.4016 -0.5477
C 1.8171 2.5315 7.1121
C 5.8487 4.0992 -2.6738
C -3.7194 -6.9155 -0.8639
C -2.4303 -4.9232 -1.2571
C 0.9457 0.9253 8.9100
C -1.7814 -4.7294 -6.0572
C -0.1004 3.8403 -4.2715
C -5.4853 1.2537 -4.5060
C -1.2303 1.0842 -0.5267
C -1.9063 -1.3323 6.7452
C 2.8580 -4.7556 0.7712
C -4.8903 -4.8095 -1.0938
C 4.4268 6.2898 1.1591
C 0.0671 0.2609 3.5775
C -5.2432 -2.8790 2.3015
C -3.4504 -1.8144 1.2032
C 4.2827 4.8036 0.7012
C 3.2010 -2.1585 -1.3714
C -3.2503 2.2626 -4.3233
C -3.0645 -2.8296 3.4677
C -4.9592 1.4835 -0.7015
C 1.0086 -3.0419 1.6478
C 2.5260 3.4448 -0.8160
C 3.4962 3.5554 -1.9254
C 2.8902 4.5755 0.1517
C 4.7204 -2.1505 0.7056
C 1.5479 2.0088 -4.8069
C 3.4814 -2.4241 1.5978
C 1.7761 4.1630 -5.9079
H 3.1325 -1.4775 2.0105
H -2.4344 -3.9224 -0.8252
H 5.7586 3.4482 -3.5434
H 6.4122 2.1675 -0.5681
H 0.5183 -2.5828 6.1469
H 3.2512 -3.7889 -2.9185
H -6.5150 1.5524 -4.7566
H 0.1028 1.1757 2.9860
H 1.2262 -2.8126 2.6910
H -2.0059 -2.1399 6.0199
H 5.1716 -3.0767 0.3496
H 2.0985 -5.4474 0.4069
H -4.7565 -7.2035 -1.0355
H -5.9451 -2.6294 1.5057
H 3.3713 -5.0393 1.6900
H 0.5678 -2.1033 1.3121
H 0.4392 -2.7253 -1.2032
H 4.7243 1.6902 -0.3581
H 2.8462 4.2455 -5.7179
H 0.0350 4.7317 -3.6591
H 5.4047 6.3648 1.6347
H 0.9819 1.3720 -4.1096
H 2.7992 0.3945 5.5445
H -0.5641 3.1417 -3.5750
H 3.6469 -4.9526 0.0453
H 5.5288 1.5753 -1.9012
H 2.3345 5.4798 -0.0964
H 1.8499 -1.5132 -3.1189
H -0.2257 -3.0594 -4.5996
H -2.2826 -1.7929 7.6586
H -0.8927 4.0748 -4.9823
H 1.4086 3.3544 7.6987
H -5.1636 4.1685 -4.2315
H 2.2343 4.2678 0.9661
H -4.2988 2.3545 1.8040
H -5.3142 3.8358 1.4998
H -3.9327 1.7943 -0.9503
H -2.6239 2.7155 -5.0918
H 2.5629 -0.0797 3.8922
H -3.1129 -7.4101 -1.6226
H -2.8910 1.2488 -4.1465
H 0.5663 -0.3560 2.8303
H 6.8879 4.1567 -2.3500
H -7.3569 1.1697 0.3764
H 6.5669 5.6878 -0.5606
H 3.2093 2.7218 -2.5665
H -1.0375 -5.4703 -5.7642
H -1.4170 -4.2063 -6.9413
H -5.2858 -3.9608 2.4275
H 4.6787 -2.8017 -3.0082
H 3.7609 -2.9997 2.4803
H 0.1901 1.6146 9.2869
H 5.5117 -1.5629 1.1711
H 4.4625 2.7456 1.6700
H -3.0979 2.7651 -3.3681
H 2.7207 2.4362 -0.4515
H 3.1879 4.3947 -2.5486
H 2.1149 -1.2068 5.1328
H 4.3195 -3.9930 -1.7195
H 4.1057 4.0725 2.7870
H 3.7381 -0.5012 -0.1502
H -2.0213 -4.9015 -2.2673
H 2.8472 2.3740 7.4316
H -3.6411 -3.0908 4.3551
H 0.4990 -0.0625 9.0237
H -1.3586 -2.7583 -3.3441
H -2.6726 -5.3171 -6.2773
H 1.9038 1.1539 9.3768
H -5.6181 -2.5895 3.2832
H -6.2292 3.6354 -5.5600
H -2.3657 -2.1203 3.9111
H 1.4843 -1.7960 7.4567
H 5.6555 3.8386 2.2348
H 1.4786 5.2051 -5.7913
H -0.6773 -4.4416 -3.6458
H 3.6698 6.5177 1.9094
H 0.0727 -2.6243 7.9113
H -2.6972 -3.8361 3.2674
H 5.6095 5.1184 -2.9774
H -3.8232 3.6214 0.6277
H -6.5099 1.3809 1.8807
H 0.3286 -3.8871 1.5413
H -2.3771 -1.5705 1.2327
H 4.3028 6.9836 0.3276
H -4.6088 4.1350 -5.8685
H 1.6354 3.5712 -1.4316
H -1.6772 -5.3942 -0.6253
H 4.9456 -0.9564 -1.2139
H -3.4273 -7.3124 0.1083
H -4.0182 -3.6738 -5.6673
H -5.7553 -5.3730 -0.7113
H -2.6788 -0.5908 6.5413
H 3.1886 -0.5567 -3.1408
H 2.0827 -0.1357 -1.9871
H 1.5813 3.9101 -6.9501
H -0.8423 -0.3188 3.7357
H 1.8717 2.6989 6.0364
H -7.2298 2.8124 1.1284

Here are the calculated LUMO energy numbers, same order: 1.1; -2.1 (eV).
Here are the calculated calculated total energy numbers, same order: -243282.3418; -133851.5396 (eV).
Here are the calculated frontier orbital gap numbers, same order: 7.8; 6.8 (eV).